<A>
The following is a DFT calculation (ωB97M-V/def2-TZVPD) of the ion C3H7N4 with charge +1.

**Charge**: +1
**LUMO**: -5.753 eV
**Structure (SMILES)**: [H]/N=N/N=C\[NH+]=C/C
**HOMO-LUMO gap**: 0.262 Ha

Element x y z (Å)
1 C 2.07 -0.04 0.14
2 C -0.15 1.10 0.17
3 C -1.18 0.18 -0.38
4 N 1.66 -1.28 0.10
5 N 0.81 -2.11 0.38
6 N -0.09 -2.71 -0.22
7 N 1.19 0.94 0.31
8 H 3.16 0.13 0.10
9 H -0.43 2.09 0.57
10 H -1.64 -0.49 0.35
11 H -0.69 -0.77 -0.98
12 H -1.98 0.62 -1.04
13 H -0.53 -3.64 0.03
14 H 1.66 1.83 0.35

---

<B>
The following is a DFT calculation (ωB97M-V/def2-TZVPD) of the ion C3H7N4 with charge +1.

**Charge**: +1
**LUMO**: -3.839 eV
**HOMO-LUMO gap**: 0.303 Ha

Element x y z (Å)
1 C 0.36 1.09 -0.13
2 C 1.78 1.23 0.01
3 C -0.28 -0.09 0.02
4 N 2.30 0.04 -0.10
5 N 2.15 -1.05 -0.27
6 N 0.06 -1.28 0.58
7 N -1.77 -0.12 -0.31
8 H -0.11 1.89 -0.53
9 H 2.37 2.03 0.02
10 H 0.28 -1.26 1.55
11 H -0.59 -2.02 0.48
12 H -2.07 0.59 -0.93
13 H -2.49 -0.07 0.42
14 H -1.98 -0.99 -0.81

---

Short version: <A> is the least stable of them.

---

<A>
The following is a DFT calculation (ωB97M-V/def2-TZVPD) of the ion C3H7N4 with charge +1.

**Charge**: +1
**LUMO**: -3.770 eV
**Structure (SMILES)**: Nn1cc[n+](N)c1
**HOMO-LUMO gap**: 0.334 Ha

Element x y z (Å)
1 C 0.59 -1.19 -0.12
2 C -0.78 -1.15 -0.21
3 C 0.21 0.98 0.26
4 N 1.14 0.08 0.13
5 N -1.22 0.09 -0.01
6 N 2.41 0.39 0.04
7 N -2.51 0.57 0.02
8 H 1.19 -2.09 0.08
9 H -1.46 -2.01 -0.26
10 H 0.31 2.04 0.15
11 H 2.68 1.30 0.41
12 H 3.30 -0.26 0.19
13 H -3.04 -0.20 -0.31
14 H -2.82 1.44 -0.38

---

<B>
The following is a DFT calculation (ωB97M-V/def2-TZVPD) of the ion C3H7N4 with charge +1.

**Charge**: +1
**LUMO**: -5.479 eV
**Structure (SMILES)**: C=N/N=C\N=[NH+]\C
**HOMO-LUMO gap**: 0.305 Ha

Element x y z (Å)
1 C -0.47 1.27 -0.89
2 C -2.86 -1.00 0.63
3 C 2.62 -0.15 0.19
4 N 0.80 0.99 -0.57
5 N -1.57 0.60 -0.56
6 N -2.03 -0.27 0.09
7 N 1.22 0.01 0.03
8 H -0.55 2.26 -1.45
9 H -3.36 -0.53 1.53
10 H -3.03 -1.96 0.09
11 H 2.81 -1.18 0.14
12 H 2.90 0.23 -0.75
13 H 2.94 0.42 1.04
14 H 0.58 -0.70 0.47

---

<C>
The following is a DFT calculation (ωB97M-V/def2-TZVPD) of a structure of composition C3H7N4.

**Charge**: +1
**LUMO**: -6.392 eV
**HOMO-LUMO gap**: 0.322 Ha

Element x y z (Å)
1 C 0.10 -0.13 0.79
2 C -0.90 0.84 -1.05
3 C -0.53 -1.02 1.85
4 N -1.36 1.26 -2.25
5 N -0.51 0.28 -2.26
6 N 1.24 -0.25 0.23
7 N -0.75 0.86 0.21
8 H 1.43 0.41 -2.56
9 H 0.52 -1.44 2.23
10 H -1.11 -1.88 1.63
11 H -0.95 -0.47 2.65
12 H 1.97 -0.94 0.42
13 H 1.99 0.99 -2.73
14 H -1.14 1.49 0.85

---

Short version: <C> is the least stable of them.

---

<A>
The following is a DFT calculation (ωB97M-V/def2-TZVPD) of the ion C4H8NS with charge +1.

**Charge**: +1
**LUMO**: -4.149 eV
**Structure (SMILES)**: [NH3+][C@@H]1C[C@H]1C=S
**HOMO-LUMO gap**: 0.301 Ha

Element x y z (Å)
1 C 2.00 -0.35 -0.45
2 C -0.37 -1.14 0.24
3 C 0.81 -0.24 0.38
4 C -0.48 0.17 -0.42
5 N -1.50 1.17 0.11
6 S 3.37 0.34 0.13
7 H 1.95 -1.13 -1.27
8 H -0.33 -2.07 -0.34
9 H -0.94 -1.40 1.14
10 H 1.11 0.28 1.30
11 H -0.45 0.20 -1.45
12 H -2.51 0.86 -0.21
13 H -1.37 2.15 -0.17
14 H -1.29 1.14 1.03

---

<B>
The following is a DFT calculation (ωB97M-V/def2-TZVPD) of the ion C4H8NS with charge +1.

**Charge**: +1
**LUMO**: -3.834 eV
**Structure (SMILES)**: C=C[C@@H]1[NH2+]CS1
**HOMO-LUMO gap**: 0.368 Ha

Element x y z (Å)
1 C 1.72 -1.23 -1.53
2 C 0.69 -0.91 -0.77
3 C -0.40 1.62 1.69
4 C 0.72 -0.03 0.61
5 N -0.70 0.17 1.28
6 S 1.07 1.71 0.56
7 H 1.68 -1.87 -2.40
8 H 2.82 -0.87 -1.36
9 H -0.32 -1.35 -1.01
10 H -1.16 2.24 1.47
11 H -0.19 1.65 2.69
12 H 1.47 -0.55 1.29
13 H -1.07 -0.49 2.06
14 H -1.38 0.26 0.62

---

Short version: <B> is the least stable of them.

---

<A>
The following is a DFT calculation (ωB97M-V/def2-TZVPD) of a structure of composition C2H13NO3.

**Charge**: +1
**Spin multiplicity**: 2
**LUMO (spin up / spin down)**: -7.665 / -8.548 eV
**HOMO-LUMO gap (spin up / spin down)**: 0.266 / 0.229 Ha

Element x y z (Å)
1 C -1.03 -1.02 -1.44
2 C -1.72 -0.97 -0.03
3 N -0.88 -1.26 1.09
4 H -1.86 -0.98 -2.24
5 H -0.62 -2.06 -1.51
6 H -0.22 -0.38 -1.56
7 H -2.62 -1.59 -0.09
8 H -2.08 0.03 0.09
9 H -0.43 -2.20 0.99
10 H -0.02 -0.66 1.24
11 H -0.44 0.98 -0.06
12 H -0.38 2.77 1.32
13 O 0.33 2.11 1.50
14 H 1.63 0.31 -0.36
15 H 2.52 -0.90 0.24
16 O 1.66 -0.71 0.05
17 H 0.35 1.75 0.38
18 H 1.65 2.17 -1.20
19 O 1.16 1.30 -1.05

---

<B>
The following is a DFT calculation (ωB97M-V/def2-TZVPD) of a structure of composition C2H13NO3.

**Charge**: +1
**Spin multiplicity**: 2
**LUMO (spin up / spin down)**: -3.787 / -9.372 eV
**HOMO-LUMO gap (spin up / spin down)**: 0.415 / 0.195 Ha

Element x y z (Å)
1 H 0.51 -0.14 0.02
2 O 1.41 0.68 0.32
3 N -0.56 -0.83 0.04
4 H 1.79 0.15 1.23
5 H -0.71 -0.89 -1.00
6 C -1.46 0.29 0.60
7 H -1.24 1.31 0.15
8 H -2.61 0.02 0.47
9 H -1.30 0.33 1.64
10 C -0.60 -2.04 0.89
11 H -1.41 -2.02 1.54
12 H -0.76 -2.92 0.20
13 H 0.31 -2.10 1.51
14 O 0.43 3.05 -0.25
15 H 0.77 2.20 0.07
16 H 0.86 3.10 -1.08
17 O 1.12 0.00 -2.24
18 H 1.76 -0.45 -2.70
19 H 1.69 0.25 -1.42

---

Short version: <A> is the least stable of them.